No. 1
The following is a DFT calculation (ωB97M-V with the def2-TZVPD basis set) of a 12-piece molecular cluster, C23H24Cl44N2O2S2Si overall.

Structure (ORCA input):
```
! RIJCOSX wB97M-V def2-TZVPD def2/J DEFGRID3
* xyz 0 1
C 0.981 0.513 -2.885
N -0.097 0.065 -1.971
C -0.926 1.177 -1.515
C 0.461 -0.645 -0.845
O 1.124 -0.080 -0.003
C 0.185 -2.118 -0.829
Si 0.716 -3.065 0.731
C 0.623 -2.104 2.339
C -0.809 -1.873 2.878
C -1.805 -1.495 1.787
S -3.220 -0.647 2.605
C -4.761 -1.137 1.820
S -5.918 -1.765 2.760
N -5.037 -0.861 0.457
C -5.400 0.537 0.231
C -5.949 0.659 -1.216
O -5.738 -0.532 -1.945
C -4.369 -0.846 -1.896
C -3.978 -1.283 -0.460
H 0.724 0.231 -3.908
H 1.049 1.600 -2.841
H 1.924 0.057 -2.594
H -0.378 1.894 -0.891
H -1.273 1.720 -2.397
H -1.820 0.820 -1.000
H -0.860 -2.317 -1.076
H 0.749 -2.528 -1.678
H -0.235 -4.194 0.859
H 2.049 -3.685 0.567
H 1.126 -2.731 3.084
H 1.183 -1.170 2.310
H -1.164 -2.723 3.461
H -0.754 -1.032 3.578
H -2.190 -2.367 1.261
H -1.351 -0.770 1.113
H -6.196 0.812 0.922
H -4.536 1.201 0.383
H -7.024 0.832 -1.223
H -5.461 1.494 -1.736
H -3.789 0.054 -2.146
H -4.133 -1.613 -2.629
H -3.894 -2.370 -0.403
H -3.024 -0.798 -0.219
Cl 5.384 3.813 -0.503
C 4.034 3.414 -1.571
Cl 4.661 2.959 -3.167
Cl 3.108 2.079 -0.896
Cl 2.980 4.820 -1.754
Cl 10.076 4.280 -0.420
C 9.642 4.908 -2.014
Cl 8.932 6.523 -1.820
Cl 11.087 4.991 -3.022
Cl 8.465 3.837 -2.771
Cl -4.216 -6.572 4.117
C -4.304 -6.259 2.382
Cl -4.528 -4.524 2.107
Cl -2.816 -6.802 1.610
Cl -5.675 -7.131 1.689
Cl -0.285 -9.468 1.409
C -1.492 -10.748 1.608
Cl -0.734 -12.158 2.351
Cl -2.799 -10.164 2.638
Cl -2.141 -11.190 0.027
Cl 3.628 -3.445 3.628
C 4.497 -4.917 3.179
Cl 5.826 -4.505 2.093
Cl 5.138 -5.686 4.634
Cl 3.393 -6.032 2.368
Cl 11.510 7.939 -6.779
C 11.464 9.031 -5.391
Cl 10.501 8.296 -4.103
Cl 13.107 9.312 -4.808
Cl 10.734 10.565 -5.870
Cl -9.664 -2.580 2.691
C -9.600 -3.353 1.106
Cl -11.105 -4.240 0.834
Cl -9.395 -2.130 -0.149
Cl -8.243 -4.484 1.044
Cl 1.159 6.201 3.501
C 1.220 5.461 1.895
Cl -0.011 4.197 1.796
Cl 0.912 6.680 0.653
Cl 2.814 4.760 1.627
Cl 5.110 10.504 1.490
C 3.494 10.008 0.978
Cl 2.435 11.420 0.919
Cl 3.588 9.275 -0.630
Cl 2.841 8.828 2.114
Cl -8.577 -6.853 6.312
C -8.688 -7.678 4.754
Cl -10.241 -8.515 4.640
Cl -8.559 -6.495 3.450
Cl -7.378 -8.857 4.620
Cl 8.033 7.139 -5.387
C 6.384 6.749 -5.889
Cl 5.333 8.131 -5.554
Cl 6.361 6.398 -7.622
Cl 5.794 5.350 -4.987
*
```

Results of the Löwdin charge analysis, in e, for atoms 1 through 6: -0.083, -0.179, -0.078, -0.516, 0.051, -0.217

---

No. 2
The following is a DFT calculation (ωB97M-V with the def2-TZVPD basis set) of C46H35CdClF5IN2O3P2S2Te as an isolated structure.

Structure (ORCA input):
```
! RIJCOSX wB97M-V def2-TZVPD def2/J DEFGRID3
* xyz -2 1
Cd 1.098 0.729 0.219
C -0.446 -2.029 -2.121
C -0.879 -2.028 -0.650
P -1.773 -0.306 -0.229
C -3.325 -1.115 -0.911
C -4.128 -1.845 -0.032
C -5.235 -2.550 -0.477
C -5.577 -2.549 -1.823
C -4.802 -1.819 -2.710
C -3.695 -1.110 -2.255
C -2.867 1.325 0.248
C -2.392 2.172 1.250
C -3.025 3.357 1.581
C -4.177 3.744 0.902
C -4.665 2.931 -0.107
C -4.014 1.739 -0.425
P 1.077 -1.053 -2.501
C 0.627 0.729 -2.750
C -0.710 1.232 -3.086
C -0.875 2.438 -3.621
C 0.316 3.289 -3.932
C 1.432 3.059 -2.951
C 1.647 1.606 -2.696
C 1.255 -1.393 -4.311
C 0.193 -1.601 -5.189
C 0.420 -1.776 -6.547
C 1.714 -1.737 -7.050
C 2.779 -1.522 -6.187
C 2.551 -1.357 -4.827
H -1.284 -1.803 -2.785
H -0.098 -3.032 -2.406
H -0.002 -2.114 -0.003
H -1.519 -2.900 -0.463
H -3.879 -1.857 1.023
H -5.835 -3.106 0.235
H -6.440 -3.103 -2.174
H -5.059 -1.789 -3.763
H -3.140 -0.527 -2.979
H -1.479 1.906 1.776
H -2.611 3.994 2.355
H -4.677 4.673 1.152
H -5.558 3.218 -0.653
H -4.430 1.132 -1.222
H -1.565 0.598 -2.909
H -1.849 2.811 -3.915
H 0.682 3.065 -4.945
H 2.336 3.622 -3.167
H 2.656 1.307 -2.433
H -0.824 -1.620 -4.819
H -0.418 -1.936 -7.216
H 1.890 -1.866 -8.112
H 3.792 -1.478 -6.566
H 3.389 -1.172 -4.162
Cl 4.472 -0.553 6.333
C 3.592 -0.710 4.826
C 3.541 -1.921 4.199
C 2.829 -2.087 3.003
I 2.775 -3.952 2.090
C 2.136 -1.046 2.386
O 1.445 -1.172 1.323
C 2.229 0.240 3.067
N 1.577 1.264 2.472
C 1.572 2.458 3.012
C 2.242 2.720 4.222
C 2.922 1.710 4.840
C 2.933 0.415 4.274
H 4.059 -2.766 4.633
H 1.053 3.238 2.466
H 2.227 3.721 4.632
H 3.465 1.886 5.759
C 5.172 -2.443 -1.091
O 5.447 -1.289 -1.881
C 4.832 -0.110 -1.593
S 5.127 1.093 -2.722
S 3.903 -0.048 -0.178
H 5.655 -3.264 -1.622
H 4.100 -2.616 -0.999
H 5.587 -2.345 -0.087
N -0.959 -2.549 9.261
C -1.037 -2.272 8.146
C -1.142 -1.937 6.753
C -1.391 -0.620 6.367
C -1.511 -0.305 5.029
C -1.386 -1.300 4.049
C -1.119 -2.615 4.447
C -1.001 -2.933 5.786
C -1.531 -0.967 2.674
C -1.668 -0.666 1.512
H -1.489 0.150 7.121
H -1.708 0.712 4.715
H -1.001 -3.377 3.689
H -0.796 -3.950 6.091
F -0.516 5.023 -1.222
Te 0.990 3.930 -0.976
F 1.130 4.837 0.683
F 1.986 5.443 -1.560
F -0.043 4.639 -3.960
F 2.657 3.172 -0.449
O 0.039 2.583 -0.180
*
```

* relative energy (zero: lowest compared OMol25 entry of this formula, charge and spin): 85.6 kcal/mol

Results of the Löwdin charge analysis, in e, for atoms 1 through 6: 1.369, -0.439, -0.399, 0.864, -0.334, -0.087

---

No. 3
The following is a DFT calculation (ωB97M-V with the def2-TZVPD basis set) of C26H40B2Br21N2O10 as an isolated structure.

Structure (ORCA input):
```
! RIJCOSX wB97M-V def2-TZVPD def2/J DEFGRID3
* xyz -1 1
C 2.481 -3.642 -1.863
C 1.323 -3.312 -1.726
C -0.083 -2.817 -1.132
C -0.110 -1.276 -0.817
C 1.190 -1.011 0.082
C 1.352 -2.016 1.293
O 2.351 -1.452 2.207
C 1.760 -0.591 3.118
C 2.250 0.914 3.145
O 0.911 -0.903 3.929
O 0.223 -0.457 -1.968
B -0.253 0.945 -1.822
O -0.998 1.557 -2.949
C -0.967 0.780 -4.131
C 0.448 0.897 -4.884
O 0.751 2.322 -4.931
C 1.097 2.732 -6.255
C 2.405 2.001 -6.805
B 0.939 2.135 -1.541
N 2.370 1.725 -1.867
O 0.646 3.455 -1.077
O -0.946 0.834 -0.485
C -1.469 -0.539 -0.397
C -1.792 -0.560 1.174
C -2.618 -1.833 1.657
C -3.819 -1.497 2.635
O -4.929 -1.844 2.322
O -3.573 -0.857 3.849
N -2.595 -0.439 -1.346
C -2.997 -1.708 -1.988
C -3.783 0.153 -0.775
C -3.919 1.706 -0.492
O -4.750 -0.517 -0.434
H 3.425 -3.987 -2.337
H -0.337 -3.487 -0.221
H -0.821 -3.146 -1.928
H 1.173 0.028 0.538
H 2.132 -1.022 -0.542
H 1.795 -2.999 0.950
H 0.392 -2.274 1.823
H 1.796 1.517 2.301
H 1.923 1.387 4.118
H 3.363 1.013 3.037
H -1.310 -0.287 -4.016
H -1.707 1.268 -4.850
H 1.252 0.308 -4.363
H 0.252 0.561 -5.946
H 1.371 3.835 -6.186
H 0.242 2.680 -6.992
H 2.103 1.329 -7.655
H 2.919 1.448 -5.970
H 3.124 2.766 -7.224
H 2.636 2.199 -2.739
H 3.003 1.963 -1.096
H -0.076 3.417 -0.427
H -2.327 0.386 1.497
H -0.839 -0.555 1.785
H -3.018 -2.489 0.846
H -1.916 -2.485 2.276
H -2.621 -1.010 4.023
H -2.219 -1.934 -2.794
H -3.967 -1.593 -2.563
H -3.147 -2.590 -1.307
H -4.679 1.820 0.344
H -2.967 2.156 -0.105
H -4.334 2.275 -1.365
C 5.878 2.934 0.992
Br 6.955 3.010 -0.615
Br 3.990 3.065 0.596
Br 6.285 1.367 2.055
H 6.140 3.801 1.591
C -3.417 -4.671 -4.553
Br -4.057 -5.014 -2.760
Br -2.370 -3.045 -4.650
Br -2.452 -6.189 -5.271
H -4.291 -4.524 -5.180
C -0.768 -7.058 -0.004
Br 0.315 -7.847 1.395
Br -2.587 -6.746 0.586
Br 0.042 -5.449 -0.720
H -0.816 -7.780 -0.813
C 2.721 6.813 -4.407
Br 2.317 6.299 -6.230
Br 2.322 8.680 -4.080
Br 1.850 5.650 -3.141
H 3.791 6.688 -4.271
C 1.416 -0.481 7.904
Br 2.471 -1.263 9.326
Br -0.418 -0.188 8.448
Br 2.227 1.132 7.211
H 1.395 -1.201 7.090
C -2.452 5.758 1.100
Br -2.002 3.877 1.067
Br -1.270 6.763 2.259
Br -2.520 6.508 -0.682
H -3.451 5.838 1.518
C 0.586 -2.898 13.195
Br 2.457 -3.376 13.333
Br 0.257 -1.095 13.814
Br -0.094 -3.178 11.407
H 0.038 -3.565 13.853
*
```

* relative energy (zero: lowest compared OMol25 entry of this formula, charge and spin): 68.2 kcal/mol

Results of the Löwdin charge analysis, in e, for atoms 1 through 6: 0.066, -0.221, -0.225, -0.282, -0.047, -0.145

---

| no. | E_LUMO (eV) | Kohn-Sham gap (eV) |
| --- | --- | --- |
| 1 | -0.512 | 7.91 |
| 2 | 3.575 | 5.39 |
| 3 | 0.991 | 5.08 |